DFT (the ωB97M-V functional and the def2-TZVPD basis) results for a 3-piece molecular cluster, C30H63BIN3O8P overall.

The highest occupied orbital energy (alpha / beta) comes out at -0.372 / -0.413 Ha. The total energy comes out at -71042.2317 eV. The calculation puts the molar mass at 762.5 g mol⁻¹. The value obtained for the energy relative to the best compared isomer or geometry (same formula, charge and spin) is 0.000 eV. Its multiplicity is 3. Its net charge is +1. The value obtained for the HOMO-LUMO gap (alpha / beta) is 0.29276 / 0.33215 hartree. As for the expectation value of S²: 2.008. For the maximum force, the calculation gives 1.5 eV Å⁻¹.

XYZ file:
```
107
Properties=species:S:1:pos:R:3:forces:R:3:mulliken_charge:R:1
C -1.69194 5.63646 -1.40123 -0.2050 -0.0142 0.2875 -1.259
C -2.63034 4.59511 -2.00957 -0.0366 0.1961 -0.1734 0.042
C -1.99829 3.51907 -2.90641 0.0533 -0.0376 0.2797 -0.909
I -0.38248 4.30361 -4.07464 -0.1266 0.0281 -0.1988 0.086
C -1.54396 2.28854 -2.07044 -0.1544 0.3635 -0.2032 0.134
O -0.26987 1.77809 -2.40910 0.1581 -0.2698 0.2852 0.248
C -0.31081 0.73788 -3.35967 -0.3636 0.1639 -0.3587 -1.503
C -0.91763 -0.52803 -2.74329 -0.0023 -0.2003 -0.4288 0.721
C 0.10645 -1.48461 -2.11570 0.1895 0.3078 -0.0599 -0.506
C 1.40384 -0.80049 -1.64858 0.0931 -0.3059 0.3748 -0.565
C 2.61023 -1.04094 -2.56009 -0.2002 0.0172 -0.2218 -0.587
O 3.42143 -2.08500 -2.05049 0.0319 0.1633 -0.1665 -0.476
C 4.73411 -1.60620 -1.82187 0.2564 0.0019 0.3223 -0.565
N -1.94903 -0.09688 -1.73362 0.5492 0.0956 0.1126 -0.496
P -3.25899 -1.42016 -1.27057 -0.6990 -0.0683 0.0532 0.290
O -2.96333 -1.52092 0.29508 0.2754 -0.0555 -0.2372 -0.353
O -2.65599 -2.74680 -1.93185 0.1941 -0.0160 0.3210 -0.464
C -2.63330 1.19218 -2.15295 0.3569 0.0338 0.2503 -1.336
B -3.88854 1.50786 -1.17263 -0.0669 -0.2007 0.1948 1.317
O -3.56059 1.95159 0.08052 0.3406 0.4607 -0.2678 -0.638
O -5.17751 1.26984 -1.47669 -0.0232 0.6155 -0.3112 -0.457
C -5.63651 1.06662 -2.81180 -0.0287 -0.2544 -0.0690 -0.600
H -0.73684 5.20739 -1.09577 0.0438 -0.0010 -0.0523 0.169
H -2.15638 6.06153 -0.51085 -0.0058 0.0111 0.0195 0.437
H -1.51845 6.46385 -2.08409 0.1924 -0.0831 -0.1035 0.374
H -3.39905 5.10357 -2.59275 -0.0326 0.0486 0.0644 0.449
H -3.14169 4.08940 -1.18550 -0.0544 -0.0921 -0.1234 -0.103
H -2.73787 3.22032 -3.64886 0.0954 -0.0745 -0.0766 0.643
H -1.45199 2.61768 -1.03370 0.0814 -0.0374 0.0283 0.549
H -0.89127 1.05420 -4.23267 0.0041 -0.0129 -0.0245 0.349
H 0.69568 0.54482 -3.72256 0.0939 0.0590 0.1501 0.324
H -1.45573 -1.03481 -3.54717 -0.1689 -0.1220 0.1624 0.585
H -0.33086 -2.03565 -1.28287 -0.1255 0.0679 0.0534 -0.001
H 0.34237 -2.24186 -2.86498 0.0349 -0.0281 0.0099 0.412
H 1.26071 0.26608 -1.47214 0.0040 -0.0078 -0.0233 0.027
H 1.68521 -1.23271 -0.68775 0.0444 0.0890 0.0553 0.555
H 3.19045 -0.12050 -2.65907 -0.0170 0.0005 0.0687 0.230
H 2.28050 -1.33552 -3.56591 -0.0192 0.0534 -0.0061 0.403
H 5.19754 -1.25381 -2.74839 -0.0080 0.0106 0.0013 0.302
H 4.70452 -0.78813 -1.09577 0.1267 0.0751 -0.0717 0.130
H 5.34527 -2.40749 -1.41226 -0.1357 -0.1483 -0.0512 0.321
H -1.42258 0.14987 -0.88865 -0.0888 -0.1343 0.1076 0.706
H -2.23676 -2.07083 0.64309 -0.1093 -0.0792 0.2249 0.340
H -2.09829 -3.30804 -1.36678 -0.0068 0.0006 -0.2320 0.299
H -2.91781 1.08390 -3.20024 -0.1698 -0.2877 0.0601 0.372
H -4.09672 2.68749 0.40547 -0.2325 -0.5565 0.2580 0.336
H -6.71852 1.15561 -2.80650 0.0014 0.0333 0.0306 0.264
H -5.37221 0.06522 -3.15776 0.0148 -0.0187 0.0318 0.221
H -5.22147 1.80469 -3.49870 -0.0149 0.0451 0.0331 0.245
C 4.72098 5.02685 -1.88474 0.0711 -0.0114 0.0694 -1.927
C 3.73842 3.88535 -1.58775 0.4381 0.4785 -0.4783 1.929
C 2.51147 4.41253 -0.84166 -0.1338 -0.0526 0.2415 -0.619
C 2.82109 4.83228 0.59283 0.1011 -0.0392 -0.0261 -0.799
C 3.47849 3.69134 1.36875 -0.2831 0.0038 -0.0972 -1.282
C 4.69260 3.06806 0.66862 0.7537 0.2183 0.2556 1.707
N 4.37911 2.79589 -0.77530 -1.2664 0.0139 0.4696 0.218
O 3.76966 1.67716 -0.93060 0.2578 -0.3206 -0.2128 -0.234
C 5.92186 3.97651 0.80884 -0.0073 0.0770 -0.1295 -1.640
C 5.05194 1.74808 1.34274 -0.1140 -0.1257 -0.0046 -1.931
C 3.32400 3.31032 -2.93842 -0.0823 -0.1954 0.0136 -1.351
H 4.31037 5.64446 -2.68349 -0.0194 -0.0354 -0.0241 0.477
H 4.89671 5.68745 -1.04214 0.0020 -0.0086 0.0184 0.309
H 5.68076 4.63435 -2.22186 0.0006 -0.0057 0.0030 0.380
H 1.74483 3.62933 -0.82773 0.0467 -0.0692 -0.0489 -0.237
H 2.09687 5.25060 -1.40753 0.0100 0.0052 -0.0325 0.511
H 3.45657 5.72100 0.60593 0.0231 -0.0110 -0.0260 0.382
H 1.89427 5.11730 1.09425 0.0067 0.0350 0.0223 0.399
H 3.79790 4.04049 2.35308 0.0164 -0.0314 0.0117 0.402
H 2.73297 2.90801 1.54046 0.0256 -0.0437 -0.0730 0.374
H 6.74290 3.61003 0.19167 -0.0023 0.0054 -0.0066 0.365
H 6.25084 3.96768 1.84765 -0.0138 -0.0494 0.0071 0.470
H 5.73418 5.01361 0.54979 -0.0126 0.0057 -0.0079 0.280
H 4.20271 1.07108 1.39231 -0.0008 -0.0108 -0.0570 0.271
H 5.38202 1.95734 2.36059 0.0125 0.0184 -0.0082 0.463
H 5.86214 1.24587 0.81312 0.0099 0.0192 -0.0027 0.440
H 4.18183 2.88479 -3.46116 0.0229 0.0028 0.0163 0.459
H 2.91296 4.11588 -3.54781 0.0316 0.0049 0.0226 0.369
H 2.56243 2.53977 -2.83543 -0.0013 0.0060 0.0286 -0.227
C -0.71699 -5.98172 4.85309 -0.0618 -0.0962 -0.0804 -1.647
C -1.14543 -4.65251 4.21577 0.5551 -0.4950 0.3488 1.661
C -2.15959 -3.93238 5.10739 -0.2742 0.0954 -0.0534 -1.265
C -3.51986 -4.62599 5.15187 0.0573 -0.0589 -0.0625 -0.471
C -4.08428 -4.82070 3.74514 0.0784 0.3138 0.1387 -1.200
C -3.11345 -5.50100 2.77229 -0.0508 -0.8419 -0.1182 1.758
N -1.75055 -4.86170 2.85896 -0.8055 1.1640 0.3223 0.252
O -1.65698 -3.80641 2.12304 0.3389 -0.1722 -0.2623 -0.426
C -3.05584 -7.01022 3.04115 0.1982 -0.0041 0.0805 -1.791
C -3.59302 -5.32202 1.34515 -0.0088 0.3474 -0.3176 -1.688
C 0.12070 -3.81664 4.06730 -0.0378 0.1804 -0.1064 -1.882
H -0.05485 -5.76854 5.69155 0.0197 0.0375 -0.0227 0.460
H -1.54041 -6.56641 5.24979 -0.0159 0.0052 -0.0126 0.283
H -0.16845 -6.59693 4.13916 0.0027 0.0023 -0.0014 0.361
H -2.29231 -2.91077 4.73670 0.0353 -0.0175 -0.0595 0.345
H -1.73796 -3.85167 6.11144 0.0250 -0.0174 -0.0057 0.380
H -3.44899 -5.58404 5.67200 0.0329 -0.0090 -0.0133 0.316
H -4.21424 -4.01787 5.73326 -0.0140 -0.0263 0.0184 0.393
H -4.99962 -5.41501 3.78097 0.0013 -0.0091 -0.0315 0.403
H -4.36141 -3.84121 3.34161 0.0726 0.0025 -0.0423 0.289
H -2.26122 -7.47715 2.45793 0.0036 -0.0057 0.0087 0.374
H -4.00307 -7.45712 2.74042 -0.0103 0.0471 -0.0451 0.475
H -2.90829 -7.26325 4.08589 0.0008 0.0088 0.0106 0.307
H -3.72520 -4.25951 1.15106 -0.1410 -0.0515 -0.1810 0.190
H -4.53713 -5.83664 1.17020 -0.0020 -0.0258 0.1771 0.449
H -2.85693 -5.71198 0.63954 -0.0070 -0.0437 0.0113 0.435
H 0.83016 -4.29947 3.39431 -0.0037 -0.0100 0.0008 0.450
H 0.58764 -3.71825 5.04702 -0.0050 -0.0294 0.0033 0.449
H -0.08996 -2.81937 3.68983 -0.0164 -0.0100 -0.0289 0.317
```
Forces are in eV/Å.



DFT (the ωB97M-V functional and the def2-TZVPD basis) results for a 4-piece molecular cluster, C30H64N4O3S2 overall.

The highest occupied orbital energy (alpha / beta) comes out at -0.349 / -0.395 Ha. The total energy comes out at -65909.8699 eV. The calculation puts the molar mass at 593.0 g mol⁻¹. Its multiplicity is 4. Its net charge is +1. The value obtained for the HOMO-LUMO gap (alpha / beta) is 0.18773 / 0.23358 hartree. As for the expectation value of S²: 3.763. For the maximum force, the calculation gives 0.8 eV Å⁻¹.

XYZ file:
```
103
Properties=species:S:1:pos:R:3:forces:R:3:mulliken_charge:R:1
N 0.28073 -5.56100 1.33137 -0.1345 -0.0685 0.1688 -0.620
C -0.73682 -4.70587 0.74620 0.2690 0.0607 0.0385 0.197
C -1.90072 -4.51065 1.70148 0.1449 0.0756 -0.1477 -0.493
C -2.90690 -3.52737 1.13459 0.1079 0.1237 0.2769 0.236
S -4.02750 -4.12153 -0.17456 0.0369 0.2204 -0.0631 0.186
S -4.25951 -6.17037 0.01374 0.1519 -0.0344 0.0692 -0.120
H 0.91204 -5.93550 0.63676 0.0595 0.0811 0.0101 0.254
H -0.12288 -6.34393 1.83061 -0.0035 -0.0417 -0.0681 0.213
H -1.09642 -5.08449 -0.22598 -0.1015 0.0514 0.0109 0.216
H -0.30370 -3.71326 0.58735 0.0168 -0.0435 -0.2309 -0.237
H -1.53761 -4.05518 2.62531 0.0589 -0.0440 0.0094 0.298
H -2.34492 -5.47117 1.97295 -0.1479 0.0677 0.0052 0.372
H -3.58861 -3.12543 1.88440 -0.0621 -0.0755 -0.0111 0.460
H -2.39815 -2.67509 0.66032 -0.0510 0.0780 0.0171 -0.431
H -3.14403 -4.18539 -1.18862 -0.0078 -0.1032 -0.0361 0.272
H -4.87010 -6.01640 1.20127 -0.1648 -0.0454 -0.0476 0.227
C -0.82911 0.71201 -2.66652 0.0906 -0.0791 0.0218 -1.662
C -1.10932 0.64424 -1.16041 -0.1064 -0.0426 -0.4745 1.556
C -0.90746 2.00982 -0.49016 0.0623 0.1258 0.1248 -0.729
C 0.55542 2.40833 -0.32470 0.0028 -0.0863 -0.0313 -0.717
C 1.32116 1.32045 0.42252 -0.0817 0.0795 0.0503 -1.309
C 1.21916 -0.05394 -0.24836 0.3050 -0.1973 -0.2376 1.891
N -0.23986 -0.36749 -0.47186 -0.0557 0.6130 0.5318 0.616
O -0.80294 -0.89152 0.55471 -0.2186 -0.5782 -0.0965 -0.689
C 2.03433 -0.08015 -1.54588 -0.0173 -0.0253 -0.1011 -1.678
C 1.79924 -1.13212 0.66138 -0.0153 -0.0217 0.1199 -1.818
C -2.56864 0.22179 -1.02012 -0.0483 0.0556 0.1416 -1.755
H 0.21421 0.83975 -2.92113 0.0082 0.0660 0.0047 0.302
H -1.18198 -0.19658 -3.15785 0.0338 -0.0133 -0.0009 0.394
H -1.37559 1.55703 -3.08583 -0.0505 -0.0320 -0.0024 0.387
H -1.37633 1.99213 0.49863 0.0043 -0.1025 -0.0037 -0.106
H -1.44541 2.75603 -1.07933 -0.0173 0.0046 0.0217 0.574
H 1.01260 2.61420 -1.29575 0.0033 -0.0396 -0.0049 0.376
H 0.60910 3.33917 0.24152 0.0089 0.0188 -0.0303 0.422
H 2.38021 1.57460 0.50540 -0.0040 0.0101 -0.0014 0.384
H 0.92671 1.24243 1.44061 -0.0122 -0.0380 -0.0081 0.424
H 1.78704 -0.95251 -2.15317 -0.0112 -0.0052 0.0105 0.423
H 3.09289 -0.13666 -1.29251 -0.0009 -0.0089 -0.0020 0.139
H 1.92408 0.80928 -2.15880 -0.0110 0.0293 0.0285 0.331
H 1.34552 -1.13779 1.64896 -0.0480 0.0342 -0.0227 0.372
H 2.86689 -0.94317 0.77371 -0.0006 -0.0056 -0.0033 0.428
H 1.67517 -2.12402 0.22175 0.0181 0.0133 -0.0320 0.370
H -2.72067 -0.78963 -1.40561 0.0244 -0.0048 -0.0366 0.374
H -3.17465 0.90691 -1.61489 -0.0247 -0.0302 -0.0009 0.524
H -2.91514 0.25930 0.01092 0.0400 0.0020 0.0157 0.106
C 8.38315 -0.26429 -0.02699 0.0110 0.0877 -0.0685 -1.683
C 7.16371 -0.66921 -0.86165 0.1867 0.1925 0.2563 1.705
C 7.28374 -2.11253 -1.37216 -0.0389 -0.0246 -0.1186 -1.232
C 8.26331 -2.27499 -2.53045 0.0022 0.0245 0.0274 -0.491
C 7.91586 -1.32238 -3.67062 -0.0237 -0.0755 0.0151 -1.261
C 7.86349 0.14489 -3.23037 0.2202 0.2324 0.0189 1.650
N 6.95017 0.24531 -2.03657 -0.2022 -0.6291 -0.2548 0.469
O 5.71585 0.36913 -2.35619 -0.0421 0.2683 0.0693 -0.580
C 9.27295 0.67143 -2.93593 -0.0193 0.0182 0.0524 -1.782
C 7.28086 1.01394 -4.33984 -0.0627 -0.0651 -0.0380 -1.886
C 5.94892 -0.54249 0.04700 -0.1457 -0.1415 0.0840 -1.788
H 9.29371 -0.13888 -0.59812 0.0291 -0.0650 -0.0036 0.281
H 8.18617 0.67322 0.49466 0.0153 0.0183 -0.0282 0.400
H 8.56790 -1.03635 0.72087 -0.0420 0.0228 0.0371 0.395
H 6.29288 -2.44369 -1.69983 -0.0088 0.0562 -0.0259 0.330
H 7.57016 -2.74816 -0.53104 -0.0143 -0.0177 -0.0065 0.442
H 9.28970 -2.11637 -2.18919 -0.0065 0.0331 0.0050 0.317
H 8.21908 -3.30312 -2.89452 0.0408 -0.0067 0.0093 0.393
H 8.64172 -1.40840 -4.48301 -0.0052 -0.0198 -0.0020 0.386
H 6.93915 -1.59708 -4.08110 -0.0183 0.0399 0.0188 0.371
H 9.23167 1.61753 -2.39539 0.0017 -0.0024 0.0042 0.382
H 9.77696 0.84618 -3.88646 -0.0087 0.0222 -0.0007 0.465
H 9.89308 -0.02373 -2.37785 0.0080 -0.0166 -0.0077 0.366
H 6.31117 0.65195 -4.66944 -0.0120 0.0115 0.0218 0.374
H 7.96809 0.99804 -5.18636 -0.0011 0.0042 0.0006 0.437
H 7.16652 2.04484 -4.00389 0.0088 0.0019 0.0009 0.450
H 5.76899 0.49825 0.31711 0.0155 0.0100 -0.0259 0.519
H 6.12831 -1.10949 0.96287 0.0526 -0.0062 -0.0169 0.451
H 5.05552 -0.93404 -0.43343 -0.0075 0.0047 0.0144 0.101
C -8.22714 1.84311 3.70772 0.0905 -0.0043 0.0246 -1.577
C -7.84902 2.99892 2.77534 -0.1185 -0.1321 0.2541 1.423
C -8.20696 2.68978 1.31367 0.0611 0.0079 -0.0775 -1.308
C -7.26192 1.69892 0.63962 -0.0156 0.0213 0.0241 -0.591
C -5.81592 2.17646 0.75009 -0.1021 -0.0130 -0.1061 -0.630
C -5.38430 2.41776 2.19928 0.1679 -0.3099 0.2420 1.776
N -6.38328 3.32679 2.85540 -0.1397 0.1280 -0.6508 0.512
O -6.13176 4.56390 2.64735 0.0834 0.0732 0.2571 -0.617
C -5.23466 1.07608 2.93328 -0.0539 0.0256 0.0442 -1.830
C -4.01889 3.09351 2.25604 0.0402 0.0826 -0.1051 -1.615
C -8.63597 4.21682 3.24677 -0.0375 0.0199 -0.0733 -1.800
H -7.61377 0.95727 3.59810 -0.0291 -0.0374 -0.0503 0.269
H -8.16227 2.16615 4.74736 0.0329 -0.0116 0.0010 0.388
H -9.25980 1.55501 3.50728 -0.0207 0.0437 0.0366 0.400
H -8.19176 3.62792 0.75133 0.0517 0.0172 0.0310 0.382
H -9.23480 2.32108 1.28701 -0.0048 0.0151 -0.0243 0.448
H -7.38059 0.70149 1.07380 0.0147 0.0106 0.0301 0.281
H -7.53203 1.60817 -0.41450 -0.0117 -0.0362 0.0042 0.421
H -5.12944 1.44912 0.30595 -0.0061 0.0027 -0.0213 -0.247
H -5.71000 3.10502 0.18109 0.0409 0.0503 0.0901 0.523
H -5.16653 1.22713 4.01100 -0.0018 -0.0055 0.0000 0.391
H -4.30779 0.60730 2.59677 0.0197 0.0157 0.0195 0.372
H -6.03930 0.37466 2.72974 -0.0097 -0.0047 -0.0092 0.350
H -3.98941 4.02179 1.69263 -0.0654 0.0101 0.0143 0.431
H -3.28191 2.40603 1.83598 0.0114 0.0004 0.0092 0.182
H -3.74051 3.31157 3.28746 -0.0021 0.0034 0.0005 0.476
H -8.30590 4.52994 4.23657 0.0023 -0.0044 0.0013 0.457
H -9.69058 3.94068 3.30235 0.0011 0.0056 0.0063 0.410
H -8.52816 5.05886 2.56906 0.0179 0.0037 0.0070 0.379
```
Forces are in eV/Å.